# 1
85
Properties=species:S:1:pos:R:3:mulliken_charge:R:1 method="wB97M-V/def2-TZVPD" spin_multiplicity=1 total_charge=+3 e_lumo_ev="-11.49 / -11.45" gap_ev="4.843 / 4.886" homo_ev="-16.3 / -16.3"
Ce 0.72830 0.16640 -0.46310 -0.536
S 2.67040 -1.88800 -0.61110 -0.437
S 1.81620 0.24470 -3.10790 -0.447
P 3.27700 -0.56080 -1.98540 2.045
O 4.38460 -1.03310 -2.98250 -0.456
O -0.16790 -1.80880 1.04010 0.358
O 3.90430 0.66660 -1.09610 -0.339
O 1.99390 -0.26660 1.93080 0.206
O -0.47220 -2.04760 -1.57510 0.508
N -2.23480 -0.11300 -0.33610 -0.177
N -0.48660 1.52190 1.28160 0.385
N -2.02170 1.66630 2.88250 0.011
N -0.82420 1.64230 -1.88770 0.497
N -2.27270 1.69790 -3.57410 -0.063
C 1.36520 2.63780 2.57400 -0.749
C 0.12970 -1.70340 2.43380 -0.719
C 0.08040 4.16780 -5.00480 -0.641
C -0.87320 2.20890 3.41950 0.593
C 3.36950 0.02770 2.17100 -0.916
C 5.71790 -2.72860 -1.72720 -1.367
C -2.79390 0.81370 0.65490 -0.795
C 0.73280 3.39730 -2.80200 -0.372
C 0.08830 2.11530 2.39490 0.923
C -0.38440 -3.29090 -0.87730 -0.831
C -1.94830 1.15960 -2.37850 0.396
C 5.94550 1.82250 -0.55450 -1.642
C -0.35440 -2.26660 -2.98180 -1.060
C -0.38970 2.57710 -2.81510 -0.063
C -1.28220 2.59650 -3.90450 0.703
C -1.74730 1.30400 1.60770 -0.047
C -0.58530 2.78690 4.64760 -1.113
C 0.95280 4.18510 -3.91200 -0.802
C -1.05180 3.37900 -5.02620 -1.062
C 0.69300 3.27960 4.81280 -0.696
C 1.62010 -1.44440 2.64270 -0.751
C -2.75000 0.09710 -1.69240 -1.321
C 6.66660 -1.36310 -3.61820 -1.489
C -0.64230 -3.09010 0.62340 -0.838
C 4.29590 2.80190 -2.20000 -1.269
C 4.93350 1.53470 -1.65320 0.777
C 5.43310 -2.04880 -3.04990 0.665
C 1.65050 3.21240 3.79500 -0.897
H 3.78430 3.33620 -1.40220 0.239
H 4.88030 -3.33320 -1.38930 0.378
H 2.07720 2.62260 1.75640 0.644
H 5.50000 2.42880 0.22840 0.362
H 5.06230 3.44710 -2.61830 0.500
H 3.58650 2.56290 -2.98990 0.247
H 0.61770 -3.70920 -1.03010 0.403
H 1.81410 -1.30410 3.71520 0.570
H 0.30060 4.78990 -5.85680 0.448
H 2.20700 -2.29660 2.26730 0.330
H 2.62680 3.63800 3.96710 0.504
H -1.71610 -3.15880 0.85210 0.310
H 7.17580 -0.76780 -2.86150 0.332
H -0.16570 -2.60880 2.97200 0.604
H -3.07300 1.47110 -4.14620 0.263
H -1.17370 -2.89790 -3.33660 0.335
H 5.04970 -2.77490 -3.77520 0.272
H 6.38200 -0.72290 -4.44980 0.378
H 1.81450 4.83310 -3.94990 0.499
H -0.38380 -1.29240 -3.47150 0.353
H 1.38730 3.40090 -1.93760 0.584
H 0.59610 -2.74960 -3.22560 0.258
H -2.91250 1.58990 3.35000 0.268
H 0.96110 3.75550 5.74160 0.455
H -1.71060 3.36090 -5.87980 0.477
H -0.11900 -3.89070 1.15530 0.596
H 3.99910 -0.82380 1.89410 0.417
H 6.77960 2.37050 -0.97900 0.480
H 3.63160 0.88060 1.54760 0.145
H 5.41320 0.99360 -2.47620 0.168
H -3.81560 0.37170 -1.69870 0.616
H -1.32720 2.87360 5.42460 0.487
H -1.12370 -3.99410 -1.28020 0.517
H -3.63130 0.37760 1.21950 0.519
H -3.17890 1.69750 0.13020 0.323
H -0.43790 -0.85030 2.82220 0.040
H -2.64740 -0.83190 -2.25800 0.374
H 5.97100 -1.99900 -0.95870 0.265
H 7.35240 -2.12250 -3.98020 0.493
H 3.52630 0.27240 3.22610 0.363
H 6.57080 -3.38560 -1.87380 0.465
H -2.44440 -1.06640 -0.05660 0.180
H 6.31920 0.90130 -0.11370 0.363

# 2
86
Properties=species:S:1:pos:R:3:mulliken_charge:R:1 method="wB97M-V/def2-TZVPD" spin_multiplicity=1 e_lumo_ev=-0.10 gap_ev=8.163 homo_ev=-8.3
I 3.33730 -5.15821 -2.88668 0.014
Cl 4.77711 -1.82712 4.80069 -0.101
Cl 6.88254 0.14548 4.53058 -0.087
Cl 4.27304 0.93793 5.50497 -0.095
Cl 6.00597 -0.68605 7.16403 -0.105
S 1.80581 1.25227 -0.57076 1.395
S -5.65005 -0.18662 -1.37942 -0.213
S -7.22314 -0.48651 1.18408 -0.163
F 5.80505 -1.22145 -3.10666 -0.289
F 4.14880 0.28544 -3.71773 -0.254
F 3.80324 -1.91165 -3.76985 -0.242
O 1.00009 1.71582 -1.72610 -0.738
O 1.44339 2.02339 0.64132 -0.703
O 3.38187 1.58637 -0.94179 -0.467
N -4.69136 0.69298 1.06131 0.287
C -8.01632 -3.00274 -0.00369 -0.287
C 7.55376 2.93880 -0.63640 -0.596
C -2.57523 -0.29509 0.14305 -0.474
C 0.52969 -4.67841 -1.83420 -1.077
C 9.39008 1.37785 0.74537 -0.136
C 4.45467 0.06846 0.80506 -0.332
C -1.03621 0.20019 0.10100 -0.858
C -3.45632 1.02211 0.29782 -0.980
C 4.43899 -0.89880 -3.01740 0.187
C 6.02043 2.48591 -0.44759 -0.306
C 8.55510 2.03394 0.13467 -0.378
C -5.71168 3.44940 -0.20005 -0.286
C 5.73866 1.06477 -1.13808 -1.089
C 2.39466 -1.29580 -1.49268 0.503
C -5.20058 1.83122 1.87997 -0.928
C 3.92352 -0.85568 -1.51161 -0.492
C -0.08509 -0.79764 -0.67939 -0.469
C -5.70734 0.08377 0.25418 0.007
C -7.11808 -2.34061 1.14554 -0.529
C 1.47656 -0.55432 -0.41181 -0.952
C -4.34385 4.28629 -0.00916 -0.912
C 4.28330 0.48293 -0.74122 1.317
C 2.24360 -2.87917 -1.16774 -1.665
C -6.23603 2.78926 1.14765 -0.477
C 1.71006 -3.73964 -2.40297 -0.308
C 4.07743 0.85622 1.87783 -0.856
C -9.04388 -2.01900 -0.70218 -0.981
C 5.48525 -0.35718 5.50083 0.362
H -6.49711 4.21889 -0.50790 0.422
H -4.50461 5.40114 -0.17769 0.324
H 7.78761 2.96943 -1.73943 0.337
H -8.59662 -3.85748 0.45937 0.302
H -3.56975 3.97958 -0.78244 0.224
H -2.85060 1.72130 0.96812 0.526
H 1.48278 -2.99516 -0.32749 0.488
H 4.96954 -0.93568 0.95611 0.199
H -1.08232 1.24179 -0.36182 0.500
H 5.36152 3.25391 -0.96538 0.255
H 6.55824 0.35611 -0.80679 0.281
H -2.83183 -0.92749 -0.75315 0.418
H -6.02909 -2.59093 0.96380 0.208
H 5.84998 1.24130 -2.24718 0.544
H -2.67487 -0.85106 1.13275 0.249
H -5.62296 2.69473 -1.03780 0.093
H 1.38663 -3.13569 -3.29632 0.466
H -0.63871 0.36962 1.15553 0.306
H 1.85433 -1.15472 -2.48748 0.768
H -7.46689 -2.69838 2.16783 0.416
H 7.63728 3.99929 -0.24040 0.355
H 4.50227 -1.68549 -0.98605 0.635
H -9.72493 -1.47714 0.03423 0.276
H -0.32391 -1.85543 -0.32214 0.227
H 3.61568 0.31991 2.76523 0.247
H 0.19676 -5.44666 -2.58777 0.404
H 1.78792 -0.86588 0.63950 0.479
H -7.24417 2.31277 0.94067 0.202
H -9.73472 -2.66629 -1.33903 0.344
H -3.62639 1.58715 -0.66446 0.159
H -4.38972 2.47938 2.32555 0.456
H 5.84414 2.48250 0.66462 0.103
H 3.19936 -3.34131 -0.79209 0.734
H -3.96282 4.14126 1.04860 0.207
H -6.44657 3.64655 1.87582 0.427
H -0.30547 -0.73323 -1.78470 0.344
H -8.55695 -1.28429 -1.41992 0.222
H 10.02916 0.95421 1.56465 0.375
H -0.29136 -3.96594 -1.51421 0.216
H 4.22113 1.97058 1.92383 0.136
H -7.31455 -3.47406 -0.76305 0.221
H 0.89739 -5.18131 -0.87887 0.347
H -5.73961 1.36311 2.77260 0.310

# 3
82
Properties=species:S:1:pos:R:3:lowdin_spin:R:1 method="wB97M-V/def2-TZVPD" relative_energy_kj_mol=0.0 spin_multiplicity=2 e_lumo_ev="-0.11 / -0.11" gap_ev="6.440 / 6.448" homo_ev="-6.6 / -6.6"
Cs -1.57093 -2.90580 -1.76669 0.001
Te 1.48062 -0.41997 -0.34424 0.002
P -4.50415 -1.19724 -0.93132 0.001
F -6.36957 -3.05086 -0.16465 0.000
F -5.62181 -3.28367 -2.23839 0.000
O -0.80220 -0.65778 -3.09541 0.032
O -1.12338 -0.87560 2.18757 0.000
N -5.55652 1.32439 -0.23016 0.000
N -0.48716 1.36173 -2.06299 0.794
N -4.86484 1.07822 -2.55278 0.000
N -3.23925 1.66696 -0.84648 0.001
C 1.57544 2.34431 0.98849 0.000
C 2.31809 -0.49768 2.96935 0.000
C 4.29504 2.77003 0.60244 0.000
C 2.19630 3.50188 1.45265 0.000
C 4.33969 -3.58997 2.14932 0.000
C -1.11923 -2.28468 2.07016 0.000
C 3.11797 -3.02947 -1.38876 0.000
C -0.37734 0.55269 -3.06558 0.083
C -2.93743 0.22640 -0.55985 0.019
C 4.59729 0.62536 -0.62095 0.000
C -4.38070 2.08896 0.04338 0.000
C 0.10523 2.16273 1.25550 -0.001
C 3.74453 -2.52866 2.81166 0.000
C 3.30109 -2.82459 0.09285 0.000
C -4.65586 -0.37632 -2.60861 0.000
C 4.09698 -3.72610 0.78834 0.000
C 2.92744 -1.60779 2.15773 0.000
C -5.50477 -0.08676 0.19709 0.001
C 3.55187 3.72864 1.28095 0.000
C -6.05980 -2.33903 -1.31147 0.000
C -3.68110 1.82185 -2.28808 -0.001
C -5.92545 1.46743 -1.63478 0.000
C 0.33529 1.08962 -4.29488 0.045
C 2.34972 1.38968 0.32570 0.000
C 4.20774 4.97988 1.79709 0.000
C 2.71150 -1.75115 0.78070 0.001
C 3.71973 1.60407 0.11127 0.000
C 5.23589 -4.55735 2.87300 0.000
H -7.01366 -1.95930 -1.70240 0.000
H -4.05622 1.94985 1.07365 0.000
H 1.20219 0.46098 -4.49922 0.003
H 2.39999 -0.71571 4.03384 0.000
H -0.34240 3.11433 1.54615 0.000
H 4.60248 5.57991 0.97514 0.000
H 3.48667 -2.17285 -1.95633 0.000
H 5.04404 4.74043 2.45577 0.000
H -3.85689 2.88981 -2.44502 0.000
H -2.41292 2.26168 -0.72226 -0.001
H -0.05463 1.45822 2.07662 0.000
H -6.17480 2.51636 -1.81932 0.000
H 1.59662 4.24352 1.96996 0.000
H -2.03340 0.01997 -1.13711 0.010
H 3.90921 -2.41067 3.87753 0.000
H 6.28678 -4.33113 2.68041 0.000
H 0.65489 2.12111 -4.15532 0.005
H 4.16452 0.35314 -1.58558 0.000
H -2.70111 0.15941 0.50652 0.000
H 5.58293 1.05605 -0.79276 0.000
H -1.35217 -2.69744 3.04991 0.000
H 1.26129 -0.36843 2.73091 0.000
H 4.72417 -0.29821 -0.05253 0.000
H -6.53320 -0.44236 0.28666 0.000
H 2.07072 -3.15708 -1.67444 0.000
H 3.50234 5.59495 2.35445 0.000
H 4.54465 -4.55530 0.24999 0.000
H 5.05685 -5.58225 2.54645 0.000
H -0.63449 -0.52020 1.42874 0.000
H -4.57186 3.14759 -0.15073 0.000
H -5.06037 -0.12135 1.19295 0.000
H 3.65774 -3.91757 -1.71727 0.000
H -0.41263 1.78635 0.37264 -0.001
H -1.88458 -2.62506 1.36021 0.000
H -0.13290 -2.66028 1.76640 0.000
H -0.34001 1.01983 -5.14880 0.004
H -6.80889 0.85986 -1.83095 0.000
H -3.72994 -0.55066 -3.16314 0.000
H -5.47285 -0.81208 -3.18753 0.000
H 5.35602 2.93324 0.44407 0.000
H 2.81541 0.45515 2.77822 0.000
H -2.84423 1.49142 -2.89567 -0.001
H 5.07869 -4.50961 3.95006 0.000

| no. | largest force on an atom (eV Å⁻¹) |
| --- | --- |
| 1 | 2.6 |
| 2 | 5.5 |
| 3 | 0.2 |